Below is a cluster of 3 separate species, C24H28F12O2Si in total in a non-equilibrium geometry, with properties calculated with ωB97M-V with the def2-TZVPD basis set.

Properties
Energy above the lowest of the compared OMol25 structures with the same formula, charge and spin (kcal per mole): 0.00
Frontier orbital gap (Ha): 0.36320
DFT total energy (eV): -69920.7475
Highest occupied orbital energy (eV): -9.3

```
67
C24H28F12O2Si | the Open Molecules 2025 dataset | ωB97M-V with the def2-TZVPD basis set
Si -0.57546 -2.59511 0.47421
F -6.61195 -0.24920 1.22648
F -2.57339 -4.10314 1.64385
F -2.98169 -3.38396 -0.46737
F 1.13339 4.38064 -5.31535
F -5.18952 1.20315 0.30669
F 3.01269 1.38582 -1.98694
F -5.42085 -2.16916 0.29753
F -0.50789 -1.65960 -2.08201
F -4.86379 0.42320 2.44595
F -3.92506 -0.72489 -0.70976
F -2.36912 -0.69416 1.70243
F -3.89230 -2.24395 2.61154
O -0.22975 -2.07736 3.25855
O -0.30521 -1.72742 6.06175
C -2.31118 -1.72436 7.63624
C 0.88945 0.79591 -5.76358
C 0.94665 3.18825 -5.90412
C 5.69897 4.49573 -2.00488
C -2.44832 -2.95388 0.79334
C 0.42898 1.90176 -7.85829
C 5.35394 3.88431 -0.80229
C 4.23254 3.00037 -3.19339
C -4.44947 -1.16838 0.53299
C 0.56298 0.73253 -7.11555
C 0.95811 -0.29725 -0.62041
C 0.48726 -2.46376 2.06314
C -3.26985 -1.73878 1.43436
C -5.23786 0.08053 1.15397
C 0.60761 1.16528 -0.06550
C -1.60721 -1.16130 6.29857
C 0.61631 3.13753 -7.24851
C 4.44090 2.83526 -0.79464
C -0.37870 -3.08763 5.60015
C 5.13689 4.05608 -3.19957
C 3.89250 2.40385 -1.99137
C 1.08770 2.03083 -5.15579
C -0.69565 -3.20816 4.02124
C -0.41025 -1.11391 -0.73693
H -0.06778 -3.77559 -0.26407
H -1.45129 -0.03759 6.47487
H 1.40967 1.92058 -0.35082
H -1.60359 -1.61125 8.52792
H -2.30576 -1.22729 5.39495
H 0.41272 -0.23133 -7.59015
H 0.63150 -3.56525 5.86757
H 3.79160 2.63867 -4.11478
H 0.98977 -0.11573 -5.18499
H 5.40294 4.53558 -4.13494
H 6.40792 5.31682 -2.00929
H -3.30169 -1.18832 7.81423
H -1.15561 -3.72056 6.16546
H 0.50736 4.05822 -7.80918
H -2.55122 -2.83269 7.56205
H 5.79555 4.22547 0.12727
H 4.15388 2.35223 0.13214
H 1.33285 -0.14933 -1.69515
H 0.45682 1.08561 1.05968
H -0.36653 1.56975 -0.51864
H 1.35017 2.09947 -4.10645
H -1.27756 -0.36580 -0.65521
H -1.84279 -3.20050 3.94034
H 1.78949 -0.82590 -0.06077
H 0.17866 1.85069 -8.91212
H 1.32191 -1.68478 1.91684
H -0.28870 -4.21413 3.69048
H 1.04732 -3.46272 2.18603
```